# 1
Computed, not measured: a gas-phase ion, C2H9N6 (charge +1) at a distorted geometry, with ωB97M-V/def2-TZVPD.

```
! wB97M-V def2-TZVPD RIJCOSX def2/J DEFGRID3
* xyz 1 1
C -1.35853 0.10028 0.02997
C -0.49026 -0.98021 0.53705
N -0.67063 1.04955 -0.59189
N 0.88207 -0.57951 0.12548
N -2.65405 0.10306 0.00120
N 1.88713 -1.28907 -0.38404
N 1.33820 1.86512 0.60421
N 0.65219 0.66375 -0.47757
H -0.53006 -1.05600 1.70765
H -0.77714 -2.02312 0.21055
H -3.18285 -0.56199 0.40007
H -3.13858 0.72465 -0.62002
H 1.41483 -1.79744 -1.28058
H 2.44924 -1.88093 0.24476
H 2.13935 2.27626 0.06510
H 0.81402 2.62877 0.75866
H 1.22508 0.75682 -1.33061
*
```

Its HOMO energy is -13.7 eV. The SMILES is NC1=N[N@@H+](N)N(N)C1. For the electronic energy, the calculation gives -409.71684 Ha. Its frontier orbital gap is 10.0469 eV.

natural (NBO) atomic charge list, values in e, 6 entries:
1 C 0.441
2 C -0.338
3 N -0.350
4 N -0.100
5 N -0.708
6 N -0.637

# 2
Computed, not measured: a single C6H10N2OS molecule at a distorted geometry, with ωB97M-V/def2-TZVPD.

```
! wB97M-V def2-TZVPD RIJCOSX def2/J DEFGRID3
* xyz 0 1
C 1.08381 -0.76737 0.77138
C -0.26532 1.11851 0.32266
C 0.61276 0.41125 1.40851
C -1.84572 -0.58887 -0.40741
C 0.11486 2.51015 0.06912
C -1.71964 -1.24146 -1.73925
N -1.19554 0.65238 -0.42328
N 2.29574 -0.85920 0.40091
O 2.72178 -2.01205 -0.19594
S -2.64172 -1.08762 0.89170
H 0.33538 -1.52724 0.61106
H 0.01429 0.16691 2.28334
H 1.35673 1.23922 1.61950
H -0.55269 2.98709 -0.65905
H 1.22084 2.36301 -0.30139
H -0.05322 3.12814 0.93890
H -2.35466 -2.14562 -1.76085
H -0.65431 -1.48541 -1.76226
H -1.98709 -0.49849 -2.37449
H 3.51372 -2.36334 0.30686
*
```

Its HOMO energy is -8.5 eV. The SMILES is CC(=S)/N=C(/C)C/C=N/O. For the electronic energy, the calculation gives -817.43947 Ha. Its frontier orbital gap is 8.5773 eV.

natural (NBO) atomic charge list, values in e, 6 entries:
1 C 0.048
2 C 0.399
3 C -0.529
4 C 0.086
5 C -0.671
6 C -0.671

# 3
Computed, not measured: a molecular structure, C6H11F8N6O16S8Sr at a distorted geometry, with ωB97M-V/def2-TZVPD.

```
! wB97M-V def2-TZVPD RIJCOSX def2/J DEFGRID3
* xyz -1 1
Sr 1.99227 -1.36162 0.94786
C 4.10111 -3.12878 7.29020
C 3.57232 -3.16511 8.72748
N 4.35772 -2.40778 9.72463
C 4.86526 -1.13031 9.62037
C 5.39668 -0.73035 10.77408
N 5.25030 -1.76580 11.66352
C 4.70457 -2.81007 11.01676
C 5.69618 -1.80464 13.06879
H 3.71715 -3.98243 6.73168
H 5.18363 -3.14063 7.41715
H 3.87744 -2.21726 6.73595
H 3.37611 -4.15766 9.13300
H 2.56333 -2.77533 8.86200
H 4.91455 -0.60526 8.67788
H 5.84342 0.21680 11.03815
H 4.63424 -3.83781 11.34110
H 5.84284 -0.78049 13.41186
H 6.69245 -2.24456 13.11360
H 4.84521 -2.16790 13.64499
N 0.01697 1.40939 3.97406
S -1.50673 1.26789 4.83242
O -2.67512 2.03915 4.31179
O -1.47030 0.92978 6.25848
F -1.78747 -0.23873 4.19958
S 0.34663 2.81594 4.56501
O 1.23188 2.76366 5.71065
O -0.53374 3.99467 4.42220
F 1.39810 3.13562 3.37182
N 6.66230 -1.75373 1.02372
S 7.88183 -0.48699 1.22124
O 7.55163 0.86237 0.72013
O 9.27748 -0.83546 1.11858
F 7.55096 -0.29962 2.80294
S 7.59478 -2.93389 1.02502
O 8.21462 -3.23035 2.34518
O 8.34101 -3.19283 -0.21834
F 6.44286 -4.00479 1.06621
N 0.58193 1.13409 -2.69819
S -0.63508 1.94978 -3.07255
O -1.49584 1.45037 -4.13897
O -0.59355 3.39118 -2.88960
F -1.50879 1.41755 -1.76840
S 1.51059 1.72896 -3.91775
O 2.21455 2.95007 -3.64512
O 1.11921 1.42055 -5.28600
F 2.65809 0.59223 -3.79657
N 0.11350 -5.38511 0.03792
S -0.40513 -6.51983 0.81846
O 0.69974 -7.41071 1.21111
O -1.76644 -7.04575 0.48225
F -0.66478 -5.72150 2.16945
S -0.30199 -5.87537 -1.58314
O -1.38645 -5.14457 -2.18346
O 0.05525 -7.23709 -1.89741
F 1.00141 -5.07667 -2.23211
*
```

Its HOMO energy is -7.5 eV. For the electronic energy, the calculation gives -5782.45599 Ha. Its frontier orbital gap is 4.4367 eV.

natural (NBO) atomic charge list, values in e, 6 entries:
1 Sr 1.977
2 C -0.628
3 C -0.217
4 N -0.275
5 C -0.031
6 C -0.047

# 4
Computed, not measured: 2 unconnected molecules or ions with the total composition C3H10OS at a distorted geometry, with ωB97M-V/def2-TZVPD.

```
! wB97M-V def2-TZVPD RIJCOSX def2/J DEFGRID3
* xyz 0 1
C 2.84127 2.16312 -0.67282
O 2.79319 0.72717 -0.66548
H 2.58901 2.50891 0.32440
H 3.87301 2.49257 -0.83347
H 2.16814 2.52239 -1.44570
H 3.67811 0.36237 -0.73908
C -2.10747 -1.75420 1.42592
S -2.00271 -0.41663 0.22373
C -0.37129 -0.48111 -0.51835
H -1.31019 -1.74338 2.17627
H -2.11083 -2.72140 0.97513
H -3.02367 -1.50936 1.96640
H 0.25022 0.36333 -0.21270
H 0.25903 -1.33693 -0.49065
H -0.59176 -0.30872 -1.57915
*
```

Its HOMO energy is -8.2 eV. The SMILES is CSC.CO. For the electronic energy, the calculation gives -593.68110 Ha. Its frontier orbital gap is 8.9992 eV.

natural (NBO) atomic charge list, values in e, 6 entries:
1 C -0.249
2 O -0.741
3 H 0.173
4 H 0.168
5 H 0.181
6 H 0.470

# 5
Computed, not measured: 5 unconnected molecules or ions with the total composition C6H22NO5 at a distorted geometry, with ωB97M-V/def2-TZVPD.

```
! wB97M-V def2-TZVPD RIJCOSX def2/J DEFGRID3
* xyz -1 1
C -0.12232 2.71271 -0.79765
N -0.41022 1.31877 -0.37439
C -0.87604 0.26125 -1.36840
C -1.46593 -0.80506 -0.27269
C -2.75213 -0.27439 0.52475
C -2.62037 -0.71690 1.95729
C 0.35103 -0.45153 -2.21119
O 1.17631 -0.97561 -1.28282
H -0.65048 3.21137 0.02010
H 0.88341 2.85128 -1.02672
H -0.71778 2.85401 -1.72564
H 0.46203 0.88792 -0.10181
H -1.67736 0.42313 -2.08557
H -0.77487 -0.92901 0.57467
H -1.62151 -1.78804 -0.70041
H -2.90570 0.74509 0.45400
H -3.67955 -0.64355 -0.07116
H -2.79971 -1.83959 1.85220
H -3.15310 -0.21487 2.87924
H -1.60850 -0.75505 2.20152
H 0.88811 0.17135 -2.81614
H -0.36401 -1.25998 -2.62585
H 0.20409 1.79960 2.37593
H -1.03951 2.94776 2.26349
O -0.45040 2.32827 2.85130
H 0.92040 -2.26128 -0.56124
H 0.95688 -3.16226 0.55074
O 0.97193 -3.30575 -0.37985
H 2.85221 -0.17532 0.81377
H 1.55799 -1.05841 0.62796
O 2.17078 -0.72297 1.28670
H 3.79182 0.51521 -0.95617
H 2.09505 0.03763 -0.90618
O 2.90217 0.68295 -0.65141
*
```

Its HOMO energy is -4.6 eV. For the electronic energy, the calculation gives -672.68891 Ha. Its frontier orbital gap is 7.9850 eV.

natural (NBO) atomic charge list, values in e, 6 entries:
1 C -0.425
2 N -0.682
3 C -0.068
4 C -0.391
5 C -0.393
6 C -0.616

# 6
Computed, not measured: 2 unconnected molecules or ions with the total composition C5H14 at a distorted geometry, with ωB97M-V/def2-TZVPD.

```
! wB97M-V def2-TZVPD RIJCOSX def2/J DEFGRID3
* xyz 0 1
C -1.65778 0.24024 -1.30209
C -1.61824 -0.86578 -0.21339
C -2.00441 1.60826 -0.76408
H -0.71393 0.40223 -1.76515
H -2.27620 -0.08145 -2.14922
H -2.64933 -0.91208 0.36936
H -1.02299 -0.42184 0.65513
H -2.49045 2.16744 -1.52823
H -2.59249 1.66572 0.18763
H -1.69100 -1.84558 -0.35562
H -1.07526 2.22668 -0.60369
C 2.97595 -0.08294 0.64747
C 1.94079 -1.01314 1.31142
H 3.53143 -0.55017 -0.25808
H 2.39091 0.79300 0.00178
H 3.59083 0.46994 1.26556
H 1.15429 -1.42564 0.63610
H 1.55641 -0.54599 2.24875
H 2.65146 -1.82890 1.61634
*
```

Its HOMO energy is -10.7 eV. The SMILES is CCC.CC. For the electronic energy, the calculation gives -198.81969 Ha. Its frontier orbital gap is 11.7995 eV.

natural (NBO) atomic charge list, values in e, 6 entries:
1 C -0.410
2 C -0.619
3 C -0.611
4 H 0.200
5 H 0.197
6 H 0.191

Energy above the lowest of the compared OMol25 structures with the same formula, charge and spin values, unit kJ/mol, following the record order: 302.6, 399.9, 964.2, 94.6, 350.3, 182.4.